# 1
The following is a quantum chemistry calculation of the molecule C3H5Br at a distorted geometry, from the OMol25 dataset.

Positions of all 9 atoms, in Å:
C  0.6212  1.3635  -0.3094
C  0.7947  0.1561  0.2590
C  -0.2442  -0.9620  0.2744
Br  2.5437  -0.2596  1.2183
H  1.3625  2.1722  -0.4805
H  -0.4102  1.5557  -0.5473
H  0.5048  -1.8800  0.4779
H  -1.0579  -0.8386  1.0819
H  -0.7693  -1.0762  -0.7224

- LUMO energy: 0.78 eV
- Structure (SMILES): C=C(C)Br
- Multiplicity: 1
- Charge: 0

=====

# 2
The following is a quantum chemistry calculation of a structure of composition C3H5Br2IO at a distorted geometry, from the OMol25 dataset.

Positions of all 12 atoms, in Å:
C  1.5147  0.6569  0.0679
C  -1.4866  0.1792  0.2596
C  0.1181  -0.2512  0.1364
O  -2.0141  0.4081  -0.9529
Br  -2.2583  -1.3926  1.3895
Br  0.3371  -1.4130  -1.5449
I  3.2986  -0.5754  0.0359
H  1.6319  1.1881  1.1157
H  1.6540  1.3281  -0.9063
H  -1.4866  1.0753  0.8876
H  0.3203  -0.9424  0.9492
H  -1.6290  -0.2612  -1.4376

- LUMO energy (alpha / beta): 0.43 / -3.77 eV
- Multiplicity: 3
- Charge: 0

=====

Number 1: calculated total energy -2691.26940 Ha, M 120.98 g mol⁻¹. Number 2: calculated total energy -5638.06732 Ha, M 343.78 g mol⁻¹.